No. 1
{"formula": "C6H10N2", "method": "ωB97M-V/def2-TZVPD", "symbols": ["C", "C", "C", "C", "C", "C", "N", "N", "H", "H", "H", "H", "H", "H", "H", "H", "H", "H"], "positions_angstrom": [[2.070, -0.549, -0.215], [0.734, -0.181, -0.101], [0.719, 1.359, -0.233], [-0.315, -1.010, 0.233], [-1.521, -0.297, 0.806], [-2.078, 0.192, -0.310], [-1.492, -0.083, -1.493], [-0.287, -0.902, -1.237], [2.541, -0.340, 0.620], [2.716, -0.184, -1.053], [1.652, -1.522, -0.241], [-0.437, 1.492, -0.398], [0.640, 1.857, 0.988], [1.559, 1.687, -0.855], [0.034, -1.826, 0.796], [-2.302, -0.929, 1.584], [-1.268, 0.537, 1.383], [-2.967, 0.700, -0.274]], "forces_ev_per_a": [[0.59, -3.17, -3.98], [-0.81, 8.42, -3.80], [-4.70, -0.22, 4.94], [-1.62, -0.56, 2.67], [0.05, -4.57, 5.55], [-0.04, -0.48, -8.31], [-0.39, 0.25, 3.17], [-0.80, 0.65, 1.20], [2.42, 0.64, 4.37], [-1.15, -0.54, 0.34], [2.89, -2.99, -0.62], [2.66, 1.28, -1.06], [1.11, -1.29, -3.46], [-0.89, 0.45, 0.21], [-0.10, -1.92, 0.11], [2.09, 1.39, -2.38], [0.79, 1.21, 1.54], [-2.11, 1.44, -0.50]], "lowdin_charge": [-0.05, -0.49, -0.02, -0.29, -0.16, -0.22, 0.08, 0.07, 0.05, 0.13, 0.08, 0.07, 0.16, 0.07, 0.14, 0.20, 0.09, 0.10], "homo_lumo_gap_ev": 9.451, "total_energy_ev": -9357.3472, "smiles": "CC1(C)[C@H]2CC=NN21", "homo_ev": -8.7}

No. 2
{"formula": "C6H10N2", "method": "ωB97M-V/def2-TZVPD", "symbols": ["C", "C", "N", "C", "N", "H", "H", "H", "H", "C", "C", "C", "H", "H", "H", "H", "H", "H"], "positions_angstrom": [[-1.545, 1.382, -0.220], [-0.269, 0.619, -0.564], [0.161, 0.607, -1.795], [1.106, 1.268, 0.745], [1.839, 2.165, 0.843], [1.167, 0.734, -1.893], [-1.766, 1.321, 0.847], [-1.415, 2.427, -0.511], [-2.374, 0.947, -0.780], [0.404, -1.922, -0.536], [-0.188, -0.784, 0.278], [0.663, -0.286, 1.385], [-1.202, -1.023, 0.605], [0.366, -2.854, 0.037], [1.449, -1.730, -0.791], [-0.146, -2.057, -1.470], [0.132, -0.025, 2.299], [1.618, -0.790, 1.520]], "forces_ev_per_a": [[0.72, 0.43, 0.31], [-3.18, -4.39, -2.79], [0.81, 2.91, 1.79], [1.68, -1.82, 3.43], [-0.75, -0.17, -0.60], [-0.13, -1.36, -0.65], [-0.08, 0.04, -0.02], [-0.16, -0.10, 0.01], [0.14, -0.09, -0.04], [-0.04, 0.01, 0.12], [-0.25, 1.30, -1.33], [0.94, 3.17, -0.66], [0.06, -0.05, 0.02], [0.00, 0.05, -0.03], [-0.06, 0.06, -0.02], [0.06, 0.00, 0.13], [0.33, -0.13, 0.08], [-0.10, 0.12, 0.26]], "lowdin_charge": [-0.04, -0.48, 0.10, -0.21, 0.17, 0.07, 0.08, 0.09, 0.09, -0.08, -0.35, -0.02, 0.13, 0.08, 0.08, 0.08, 0.11, 0.11], "homo_lumo_gap_ev": [6.995, 6.998], "total_energy_ev": -9360.0755, "homo_ev": [-8.1, -8.1]}

No. 3
{"formula": "C6H10N2O", "method": "ωB97M-V/def2-TZVPD", "symbols": ["C", "C", "C", "C", "C", "N", "C", "O", "N", "H", "H", "H", "H", "H", "H", "H", "H", "H", "H"], "positions_angstrom": [[1.647, 2.299, 1.238], [0.956, 1.146, 0.732], [-0.125, 0.393, 1.368], [-0.544, -0.581, 0.486], [-1.602, -1.596, 0.629], [0.175, -0.343, -0.594], [0.126, -0.970, -1.940], [-0.300, -0.117, -3.013], [1.073, 0.718, -0.476], [1.801, 2.164, 2.322], [2.587, 2.327, 0.732], [1.020, 3.135, 1.127], [-0.567, 0.659, 2.347], [-1.095, -2.627, 0.561], [-2.186, -1.651, 1.669], [-2.164, -1.824, -0.043], [0.907, -1.397, -2.421], [-0.600, -1.694, -2.013], [-1.109, -0.041, -2.712]], "forces_ev_per_a": [[0.92, -0.66, 1.67], [-3.62, -2.29, 0.76], [0.34, 0.84, 1.38], [-0.84, 1.79, 1.82], [6.19, -1.27, 9.59], [2.48, 0.11, -4.48], [-1.32, 2.25, 0.29], [5.73, -0.12, -0.72], [0.05, -1.66, -1.36], [0.18, 0.16, -0.36], [0.63, 0.74, -0.24], [-0.40, 1.47, -0.39], [0.40, -0.57, -0.68], [0.01, 1.06, 0.86], [1.50, 0.62, -2.34], [-7.21, -0.97, -8.29], [3.70, -1.16, 0.17], [-1.74, -2.13, 1.22], [-7.00, 1.78, 1.11]], "lowdin_charge": [-0.04, -0.39, 0.01, -0.30, -0.01, -0.06, -0.14, 0.02, 0.14, 0.09, 0.08, 0.07, 0.11, 0.12, 0.15, -0.05, 0.10, 0.10, -0.01], "homo_lumo_gap_ev": 9.440, "total_energy_ev": -11408.4744, "smiles": "Cc1cc(C)n(CO)n1", "homo_ev": -8.7}

No. 4
{"formula": "C6H10N2O", "method": "ωB97M-V/def2-TZVPD", "symbols": ["N", "C", "N", "C", "C", "C", "O", "C", "C", "H", "H", "H", "H", "H", "H", "H", "H", "H", "H"], "positions_angstrom": [[2.057, 1.221, -3.146], [1.217, 0.718, -2.449], [0.650, 0.094, -1.389], [1.467, -0.102, -0.192], [0.568, -0.706, 0.928], [-0.590, 0.210, 1.321], [-1.528, -0.780, 1.749], [-1.165, 0.827, 0.034], [-0.914, 0.013, -1.182], [2.377, -0.799, -0.156], [1.875, 0.817, 0.295], [1.085, -1.279, 1.859], [0.187, -1.557, 0.491], [-0.081, 0.792, 2.106], [-1.215, -1.357, 2.622], [-0.939, 1.984, -0.144], [-2.274, 0.522, 0.233], [-1.522, 0.363, -2.062], [-1.255, -0.981, -0.919]], "forces_ev_per_a": [[-3.55, -1.74, 2.12], [3.35, 1.12, -0.78], [-1.31, -0.39, -1.15], [1.35, -0.44, 3.27], [2.31, -0.04, 0.79], [2.61, -2.62, -0.30], [-0.60, -1.40, 4.03], [-2.76, 1.83, 1.28], [2.12, 0.63, -0.51], [-1.25, 0.81, -1.43], [-0.27, 0.03, -1.11], [-0.49, 2.14, -1.89], [-1.40, -1.89, -1.14], [-1.40, 0.80, -0.13], [-0.87, 2.62, -3.52], [-0.74, -2.55, 0.65], [1.24, 1.78, -0.35], [1.21, -0.18, 0.69], [0.46, -0.50, -0.51]], "lowdin_charge": [0.11, -0.29, -0.09, -0.17, -0.19, -0.39, -0.12, -0.15, -0.12, 0.14, 0.12, 0.17, 0.07, 0.15, 0.19, 0.17, 0.15, 0.14, 0.11], "homo_lumo_gap_ev": 9.465, "total_energy_ev": -11408.3736, "smiles": "N#CN1CCC(O)CC1", "homo_ev": -9.1}

No. 5
{"formula": "C6H10N2O", "method": "ωB97M-V/def2-TZVPD", "symbols": ["C", "C", "C", "C", "C", "O", "N", "C", "N", "H", "H", "H", "H", "H", "H", "H", "H", "H", "H"], "positions_angstrom": [[1.633, 1.116, -0.508], [0.602, 0.089, 0.008], [0.599, -0.049, 1.475], [0.623, -1.207, -0.703], [-0.847, 0.673, -0.316], [-1.197, 1.841, -0.241], [-1.791, -0.340, -0.325], [-3.059, -0.146, -0.097], [-4.121, 0.290, 0.122], [1.154, 2.141, -0.362], [2.560, 1.035, 0.100], [1.885, 0.876, -1.643], [-0.179, -0.803, 1.737], [0.326, 0.888, 1.934], [1.547, -0.371, 1.822], [1.549, -1.657, -0.856], [-0.078, -1.935, -0.224], [0.247, -1.171, -1.701], [-1.452, -1.270, -0.224]], "forces_ev_per_a": [[-0.06, 0.03, -1.16], [-1.40, 2.06, -2.40], [-1.40, -0.57, 0.90], [-1.31, -1.63, -0.06], [0.20, 1.82, 1.87], [0.87, -1.50, -0.65], [0.97, -0.88, -0.55], [-3.73, 2.28, 0.67], [1.56, -1.20, -0.40], [0.97, -1.23, -0.47], [-0.49, 0.15, -0.54], [-0.51, 0.85, 2.35], [0.62, 0.46, 0.25], [0.06, 0.29, 0.33], [0.93, -0.38, 0.49], [1.88, -0.81, 0.47], [1.33, 0.01, -0.05], [-0.37, 0.58, -0.92], [-0.12, -0.33, -0.13]], "lowdin_charge": [-0.03, -0.55, -0.04, -0.07, -0.37, 0.10, 0.09, -0.29, 0.17, 0.10, 0.08, 0.13, 0.11, 0.10, 0.08, 0.08, 0.10, 0.09, 0.10], "homo_lumo_gap_ev": 10.676, "total_energy_ev": -11410.7091, "smiles": "CC(C)(C)C(=O)NC#N", "homo_ev": -10.3}

No. 6
{"formula": "C6H10N2O", "method": "ωB97M-V/def2-TZVPD", "symbols": ["C", "C", "C", "C", "C", "C", "H", "H", "H", "H", "H", "H", "H", "H", "H", "H", "N", "N", "O"], "positions_angstrom": [[-1.123, -2.225, 1.278], [0.411, -0.725, 0.180], [-0.429, 0.227, 0.632], [-0.237, 1.276, -0.428], [-0.534, 2.763, -0.514], [0.799, 0.872, -1.162], [-1.472, -3.420, 1.477], [-1.280, -2.016, 2.382], [-1.770, -1.700, 0.406], [1.341, -2.229, 1.225], [-1.322, 0.306, 1.072], [-1.960, 2.721, -0.251], [-0.111, 3.627, 0.356], [-0.323, 3.191, -1.665], [1.636, 1.518, -1.604], [2.384, -1.191, -2.068], [0.487, -2.067, 0.695], [1.091, -0.267, -0.897], [2.412, -0.660, -1.111]], "forces_ev_per_a": [[0.84, -3.54, -0.19], [0.10, -3.24, 2.75], [1.93, 3.55, -5.31], [0.26, 2.50, 2.00], [-3.95, 2.12, 0.63], [0.33, 10.70, -3.85], [1.35, 2.83, -1.61], [0.40, 1.31, -1.57], [1.57, -1.50, 2.70], [-0.83, -0.16, 0.59], [-2.70, -0.52, 2.55], [4.17, 0.87, -1.07], [-1.05, -2.98, -2.57], [-0.79, -1.10, 3.37], [-1.85, -0.87, 0.12], [0.16, 1.90, 3.70], [-3.87, 0.99, -0.64], [4.09, -10.13, 2.33], [-0.16, -2.73, -3.91]], "lowdin_charge": [-0.07, -0.35, 0.02, -0.31, -0.13, -0.20, 0.10, 0.06, 0.12, 0.09, 0.06, 0.15, 0.11, 0.10, 0.18, 0.21, 0.02, -0.16, 0.01], "homo_lumo_gap_ev": 8.222, "total_energy_ev": -11403.0228, "homo_ev": -7.6}

Copy entry 5 word for word.
{"formula": "C6H10N2O", "method": "ωB97M-V/def2-TZVPD", "symbols": ["C", "C", "C", "C", "C", "O", "N", "C", "N", "H", "H", "H", "H", "H", "H", "H", "H", "H", "H"], "positions_angstrom": [[1.633, 1.116, -0.508], [0.602, 0.089, 0.008], [0.599, -0.049, 1.475], [0.623, -1.207, -0.703], [-0.847, 0.673, -0.316], [-1.197, 1.841, -0.241], [-1.791, -0.340, -0.325], [-3.059, -0.146, -0.097], [-4.121, 0.290, 0.122], [1.154, 2.141, -0.362], [2.560, 1.035, 0.100], [1.885, 0.876, -1.643], [-0.179, -0.803, 1.737], [0.326, 0.888, 1.934], [1.547, -0.371, 1.822], [1.549, -1.657, -0.856], [-0.078, -1.935, -0.224], [0.247, -1.171, -1.701], [-1.452, -1.270, -0.224]], "forces_ev_per_a": [[-0.06, 0.03, -1.16], [-1.40, 2.06, -2.40], [-1.40, -0.57, 0.90], [-1.31, -1.63, -0.06], [0.20, 1.82, 1.87], [0.87, -1.50, -0.65], [0.97, -0.88, -0.55], [-3.73, 2.28, 0.67], [1.56, -1.20, -0.40], [0.97, -1.23, -0.47], [-0.49, 0.15, -0.54], [-0.51, 0.85, 2.35], [0.62, 0.46, 0.25], [0.06, 0.29, 0.33], [0.93, -0.38, 0.49], [1.88, -0.81, 0.47], [1.33, 0.01, -0.05], [-0.37, 0.58, -0.92], [-0.12, -0.33, -0.13]], "lowdin_charge": [-0.03, -0.55, -0.04, -0.07, -0.37, 0.10, 0.09, -0.29, 0.17, 0.10, 0.08, 0.13, 0.11, 0.10, 0.08, 0.08, 0.10, 0.09, 0.10], "homo_lumo_gap_ev": 10.676, "total_energy_ev": -11410.7091, "smiles": "CC(C)(C)C(=O)NC#N", "homo_ev": -10.3}